No. 1
This record from OMol25 describes C16H17Cl2O8SV as an isolated structure. The level of theory is ωB97M-V/def2-TZVPD.

```
45
C16H17Cl2O8SV ωB97M-V/def2-TZVPD
V -1.0194 -0.8759 -0.0063
Cl 1.6753 2.6195 -1.8508
Cl -2.7525 2.7459 1.2883
S -1.2106 1.4398 -1.1737
O -0.3486 -3.6914 0.6454
O 1.2558 0.5978 0.7718
O -1.2246 -1.3719 -2.2170
O -0.7588 -0.4954 2.1257
O -0.4070 0.9869 3.8449
O -4.1921 -0.0333 0.7208
O 0.8409 -1.6540 -0.5287
O 2.7982 -2.3798 0.1626
C -0.4769 2.6398 -0.1913
C -1.1242 3.2188 0.9268
C 0.8347 4.3667 1.5914
C 2.4557 -0.0295 0.3767
C -2.1505 -3.2840 1.9956
C 2.0133 -1.4225 -0.0236
C -0.8100 -2.7013 -4.0593
C -3.1735 -0.3564 0.3407
C 1.2150 0.8987 2.1668
C -0.4716 -1.5614 -3.1157
C 1.4772 3.8865 0.4992
C 0.8058 3.0598 -0.4477
C -1.3558 -2.8430 0.8042
C 0.7409 -0.7553 -3.5262
C -0.5526 4.0721 1.8269
C -0.0770 0.4168 2.7805
H 2.0195 0.4877 2.8001
H -0.6992 -2.3446 -5.0875
H 1.6061 -1.3130 -3.1937
H 1.3560 5.0907 2.2891
H 2.8919 0.4255 -0.5784
H 0.2852 -3.1042 0.0445
H 1.1560 2.0401 2.2211
H 0.7891 0.1759 -3.1560
H -1.9451 -2.5461 2.7582
H -3.2054 -3.2661 2.0163
H -1.9750 -4.3088 2.3322
H 3.2176 -0.1778 1.1727
H -1.7866 -2.9844 -3.8025
H -1.0527 4.3971 2.6761
H -0.0142 -3.4659 -3.9446
H 0.8226 -0.7109 -4.6403
H 2.5271 4.1108 0.3646
```

The molecular weight comes out at 491.22 g/mol. The electronic energy is -3484.48499 Eh. As for the expectation value of S²: 3.76. Its charge is -1. The calculation puts the HOMO energy (spin up / spin down) at -4.19 / -4.62 eV. The spin multiplicity is 4. The relative energy (zero: lowest compared OMol25 entry of this formula, charge and spin) comes out at 2.19 kJ/mol.



No. 2
This record from OMol25 describes C16H17ClN5O2PTeW as an isolated structure. The level of theory is ωB97M-V/def2-TZVPD.

```
44
C16H17ClN5O2PTeW ωB97M-V/def2-TZVPD
W -0.6903 -0.5448 -0.0577
Te -1.4502 -1.5543 2.1741
Cl -2.8926 -1.3811 -1.0876
P -0.5153 1.8169 0.8596
O 3.1567 0.5914 0.6489
O 1.2271 -0.3422 0.0536
N 0.0549 -2.5975 -0.9130
N 1.2378 -4.2708 -1.1547
N 0.4846 -4.3048 -2.2329
N 2.2566 -5.1783 -0.9394
N 1.0190 -3.2893 -0.3443
C -0.7839 2.2335 -3.6893
C -0.2219 1.3506 5.4614
C -2.7051 0.2384 -0.2552
C 1.9998 0.7225 0.3631
C -1.0773 1.6523 -2.4625
C 0.6790 0.4141 -4.1888
C -0.2969 1.6420 2.6753
C -0.2676 -3.2318 -2.0489
C -0.5303 0.4289 -2.0559
C 0.9147 1.4472 3.3367
C -1.4331 1.5626 4.8168
C 0.3836 -0.1470 -2.9530
C 0.0850 1.6072 -4.5703
C 0.9479 1.3039 4.7180
C 1.2394 2.0221 0.3052
C -1.4652 1.7187 3.4396
H -3.3874 0.2578 0.5840
H -1.2273 3.1870 -3.9492
H 1.8983 1.1471 5.2126
H -1.0234 -2.8957 -2.7365
H -1.7183 2.2146 -1.7945
H 2.7058 -4.9081 -0.0710
H -2.9368 0.9928 -0.9917
H 1.8463 1.3925 2.7890
H 1.8509 -6.1037 -0.8531
H -2.3523 1.6182 5.3865
H -2.4111 1.9079 2.9427
H -0.1893 1.2324 6.5368
H 1.7685 2.8017 0.8493
H 0.9243 -1.0464 -2.6813
H 1.3885 -0.0757 -4.8447
H 0.3136 2.0544 -5.5292
H 1.1936 2.3126 -0.7486
```

The molecular weight comes out at 689.21 g/mol. The electronic energy is -2180.72862 Eh. Its charge is 0. The calculation puts the HOMO energy (spin up / spin down) at -7.79 / -7.79 eV. The relative energy (zero: lowest compared OMol25 entry of this formula, charge and spin) comes out at 48.09 kJ/mol.



No. 3
This record from OMol25 describes a 2-piece molecular cluster, C16H17N overall. The level of theory is ωB97M-V/def2-TZVPD.

```
34
C16H17N ωB97M-V/def2-TZVPD
N 0.8604 -1.5090 0.1470
C 0.5194 -2.8038 -0.1582
C -1.4808 -4.0022 -0.7561
C 0.7149 4.9394 2.0123
C -2.8223 -1.1284 -0.0175
C -0.7378 -5.1544 -0.9140
C -0.2763 2.4352 -0.6488
C -0.8892 -2.8055 -0.3349
C -0.3455 3.3148 0.4308
C 2.0213 3.7382 0.2423
C 0.9622 2.1542 -1.2083
C 2.1143 2.7884 -0.7664
C -0.2775 -0.7607 0.3551
C 0.6551 -5.0714 -0.7974
C 0.7951 3.9779 0.8598
C -1.3747 -1.5135 0.0597
C 1.3029 -3.9358 -0.3670
H 2.3647 -3.9022 -0.2113
H -0.3168 5.1545 2.2952
H -0.2884 0.2622 0.6808
H -2.9396 -0.3376 -0.7637
H 1.2347 -5.9559 -1.0224
H -1.2685 3.5081 0.9570
H 0.9435 1.5119 -2.0749
H 2.9330 4.2190 0.5745
H -2.5610 -4.0035 -0.8695
H 3.0639 2.5777 -1.2311
H 1.2467 4.5591 2.8870
H 1.1400 5.9303 1.8306
H -3.2463 -0.8257 0.9332
H 1.7733 -1.2454 0.4717
H -3.4257 -1.9257 -0.4425
H -1.2652 -6.0465 -1.1797
H -1.1301 1.8561 -0.9737
```

The molecular weight comes out at 223.32 g/mol. The electronic energy is -674.64459 Eh. Its charge is 0. The calculation puts the HOMO energy at -7.71 eV. The relative energy (zero: lowest compared OMol25 entry of this formula, charge and spin) comes out at 31.59 kJ/mol.



No. 4
This record from OMol25 describes a 2-piece molecular cluster, C16H17N overall. The level of theory is ωB97M-V/def2-TZVPD.

```
34
C16H17N ωB97M-V/def2-TZVPD
N 2.3518 -0.0430 1.2086
C 0.3234 -1.4894 1.4809
C 0.1774 -0.2720 -2.5812
C -1.6293 -2.2730 -2.1041
C -1.7067 -1.0146 -1.4485
C -1.3681 1.4606 -1.4853
C 1.0501 -0.3322 1.5650
C -0.9250 0.0606 -1.8211
C -0.9839 0.8665 2.0191
C 0.3485 0.9734 1.6486
C -1.0815 -1.4119 1.5861
C 1.2501 3.5497 1.3622
C 1.3683 1.9369 1.3236
C 2.5929 1.3448 1.1860
C -0.5249 -2.5522 -2.7066
C -1.6990 -0.2589 1.9561
C 0.3949 -1.5154 -3.0084
H -2.4620 -2.9582 -1.8781
H 0.9998 0.5102 -2.7633
H 0.7898 -2.4573 1.2286
H -1.2195 1.5583 -0.3245
H -1.5624 1.6881 2.5560
H 0.1487 3.6321 1.5792
H 3.1750 -0.6712 1.5019
H -0.3881 -3.4899 -3.1736
H -1.4556 -2.3123 1.0681
H -2.4234 1.5388 -1.6751
H -0.7917 2.3129 -1.9134
H 1.9397 3.7710 2.0721
H 3.5764 1.7935 0.9583
H 1.4303 3.8625 0.4116
H -2.7104 -0.2045 2.2168
H -2.3141 -0.8851 -0.4613
H 1.2815 -1.8253 -3.6987
```

The molecular weight comes out at 223.32 g/mol. The electronic energy is -674.25352 Eh. As for the expectation value of S²: 0.78. Its charge is +1. The calculation puts the HOMO energy (spin up / spin down) at -11.51 / -11.44 eV. The spin multiplicity is 2. The relative energy (zero: lowest compared OMol25 entry of this formula, charge and spin) comes out at 329.04 kJ/mol.



No. 5
This record from OMol25 describes a 2-piece molecular cluster, C16H17N4O9 overall. The level of theory is ωB97M-V/def2-TZVPD.

```
46
C16H17N4O9 ωB97M-V/def2-TZVPD
O 2.0656 0.9283 -2.3685
O 2.0231 3.0753 -2.8501
O -1.6525 5.8222 -1.4681
O -0.9197 -0.1673 1.5852
O -3.4266 5.0242 -0.4652
O -3.0063 -0.8829 -2.2462
O -1.7689 -1.6322 0.1002
O 0.5590 -1.8755 -1.8859
O -4.1550 0.9231 -1.5237
N -2.3305 4.8659 -1.0276
N 1.4962 2.0497 -2.3731
N -3.9085 2.2231 -1.1358
N -2.9731 0.2195 -1.7507
C -0.4065 3.4118 -1.5391
C 2.9326 -1.8568 1.6390
C 1.8220 -3.4573 -0.5971
C -1.9174 1.1009 -1.4091
C -2.1086 0.6249 3.4694
C 0.9199 -2.2330 -0.7582
C 0.1645 2.1449 -1.8149
C -1.7510 3.5295 -1.1924
C -2.5549 2.3315 -1.1323
C 0.6158 -1.5007 0.4490
C 1.4204 -1.5358 1.6932
C 3.5624 -1.7977 0.2492
C 3.2852 -3.0237 -0.6146
C -2.2397 -0.0601 2.1372
C -0.5537 0.9564 -1.6066
C -0.7982 -1.1392 0.6407
H 3.9091 -3.8727 -0.3040
H 3.2060 -0.8967 -0.2680
H 1.2966 -0.5570 2.1876
H 0.9530 -2.2893 2.3608
H 4.6443 -1.6783 0.3880
H -0.1026 -0.0312 -1.6746
H -3.1117 0.8771 3.8114
H 3.4451 -1.1300 2.2939
H -1.4942 1.5286 3.3987
H 1.6195 -4.1127 -1.4520
H -2.8513 0.5099 1.4315
H 3.5703 -2.7846 -1.6488
H 0.2163 4.2994 -1.6065
H -2.6617 -1.0650 2.2576
H -1.6639 -0.0652 4.1906
H 1.5435 -3.9550 0.3392
H 3.0865 -2.8465 2.0906
```

The molecular weight comes out at 409.33 g/mol. The electronic energy is -1515.76593 Eh. Its charge is -1. The calculation puts the HOMO energy at -3.53 eV. The relative energy (zero: lowest compared OMol25 entry of this formula, charge and spin) comes out at 0.00 kJ/mol.



No. 6
This record from OMol25 describes a 2-piece molecular cluster, C16H17NO overall. The level of theory is ωB97M-V/def2-TZVPD.

```
35
C16H17NO ωB97M-V/def2-TZVPD
O -2.4933 2.3550 -2.5565
N -0.2048 1.0905 0.7341
C -0.5007 0.9431 -2.5048
C 0.9688 1.2838 1.4217
C 1.0442 0.3256 2.4400
C 2.2483 0.1812 3.1533
C -2.1848 -1.2440 -2.9070
C -0.2202 -0.3660 2.4530
C 1.9502 2.2592 1.2391
C -0.2679 -2.8642 -2.5105
C -0.8282 -1.4497 -2.6562
C -0.0235 -0.3515 -2.3800
C -0.5615 -1.4722 3.3844
C -2.6831 0.0493 -2.9785
C -1.8624 1.1320 -2.6857
C -0.9355 0.1203 1.4052
C 3.1132 2.1202 1.9660
C 3.2649 1.0686 2.8954
H -1.5888 -1.8353 3.2740
H -0.9237 -3.3520 -1.7887
H -2.9136 -2.0278 -3.0641
H 0.1050 1.8463 -2.4916
H -1.9186 3.0420 -2.9158
H 0.0422 -2.3553 3.1510
H 4.2342 0.9135 3.3553
H -0.4695 -1.2326 4.4415
H 1.8177 3.1131 0.5847
H 3.9245 2.8360 1.9260
H 0.7467 -2.8109 -2.1428
H -3.7256 0.1662 -3.2484
H -1.8245 -0.2295 0.9043
H -0.2952 1.3605 -0.2289
H 2.3170 -0.6279 3.8711
H -0.3445 -3.3996 -3.4503
H 0.9929 -0.5881 -2.0902
```

The molecular weight comes out at 239.32 g/mol. The electronic energy is -749.87937 Eh. Its charge is 0. The calculation puts the HOMO energy at -7.72 eV. The relative energy (zero: lowest compared OMol25 entry of this formula, charge and spin) comes out at 54.94 kJ/mol.